[1]
DFT (ωB97M-V/def2-TZVPD) results for a 5-piece molecular cluster, C18H39N5O7 overall at a distorted geometry.

Results
- total charge = 0
- calculated total energy (Eh) = -1509.1048
- multiplicity = 1

Each line ends with the Mulliken charge.
CARTESIAN COORDINATES (ANGSTROEM)
C (6.9006, -29.0995, 39.2827)  -1.639
C (6.8320, -27.8664, 38.2573)  1.584
C (5.5794, -27.1136, 38.7178)  -1.661
C (5.4801, -25.6031, 38.1594)  -0.724
C (6.5278, -24.8218, 38.9265)  -1.047
C (8.0585, -25.4645, 38.6817)  0.992
N (8.0355, -26.9741, 38.7092)  1.026
O (9.0954, -27.4978, 39.1738)  -0.294
C (9.1278, -24.8940, 39.7439)  -1.300
C (8.5335, -25.0173, 37.2843)  -2.250
C (6.9126, -28.3180, 36.7847)  -1.703
H (6.9167, -28.8520, 40.4059)  -0.173
H (7.9078, -29.5764, 38.9809)  0.363
H (6.2430, -29.7308, 39.2861)  1.008
H (5.5630, -27.0039, 39.8902)  0.172
H (4.7333, -27.5289, 38.5631)  1.027
H (4.3869, -25.1591, 38.6306)  0.310
H (5.4369, -25.3201, 37.1738)  0.436
H (6.2985, -25.0986, 40.0012)  0.289
H (6.4749, -23.7731, 38.8225)  0.575
H (9.2660, -23.8064, 39.6173)  0.450
H (10.1545, -25.2144, 39.6051)  0.505
H (8.8362, -24.9338, 40.9168)  0.092
H (7.8987, -25.1747, 36.4992)  0.470
H (9.4601, -25.4600, 37.1850)  0.536
H (8.5066, -24.0814, 37.2232)  0.707
H (6.7617, -27.5594, 35.9644)  0.293
H (6.3649, -29.1730, 36.7383)  0.507
H (7.8409, -28.7089, 36.3742)  0.412
N (7.3938, -26.6490, 42.9620)  0.685
O (8.5459, -26.1523, 42.9141)  -0.569
O (6.3260, -25.9916, 43.1827)  -0.638
O (7.1542, -27.7907, 42.3844)  -0.454
C (4.7438, -30.3510, 42.4383)  0.217
O (4.4337, -31.2416, 41.5676)  -0.727
N (4.6221, -30.5562, 43.7125)  0.100
C (5.1012, -29.6830, 44.7711)  -0.769
C (3.7139, -31.6602, 44.2383)  -1.132
H (5.3131, -29.5733, 42.0828)  0.319
H (6.0065, -29.4454, 44.7541)  0.267
H (5.1884, -30.3830, 45.8040)  0.240
H (4.4963, -28.7978, 44.7989)  0.326
H (4.2351, -32.2379, 44.8844)  0.488
H (3.2138, -32.4122, 43.5320)  0.254
H (3.0103, -31.2195, 44.9149)  0.426
C (11.7016, -27.8332, 47.3962)  -0.007
O (10.8973, -27.2816, 48.0891)  -0.570
N (11.5562, -27.9431, 46.0675)  0.151
C (12.5831, -28.5838, 45.2058)  -0.758
C (10.3671, -27.5093, 45.2669)  -0.559
H (12.5716, -28.1504, 47.8048)  0.449
H (12.3999, -29.7257, 45.2447)  0.189
H (13.5692, -28.1011, 45.6515)  0.360
H (12.7583, -28.2391, 44.1763)  0.141
H (10.8549, -27.1174, 44.1249)  0.055
H (9.7187, -26.5700, 45.5211)  0.292
H (9.5636, -28.3610, 45.2207)  0.185
C (11.7726, -27.6829, 41.6897)  -0.128
O (12.8541, -27.1807, 41.3101)  -0.717
N (11.6311, -29.0271, 41.8487)  0.372
C (10.2555, -29.6168, 42.1155)  -1.081
C (12.6683, -30.0633, 41.9791)  -1.056
H (10.9050, -27.1353, 41.8523)  0.565
H (9.4733, -29.2180, 41.4631)  0.077
H (9.7829, -29.6043, 43.0109)  0.436
H (10.1875, -30.5908, 41.7719)  0.597
H (12.2672, -30.8626, 42.6483)  0.394
H (13.5080, -29.6119, 42.5396)  0.343
H (12.9073, -30.4603, 40.9076)  0.271

Atoms 1-6, force components in eV/Å:
10.035 6.554 0.239
-0.604 -1.274 2.534
5.067 5.857 1.517
-2.761 0.079 5.156
1.295 -3.606 1.975
-1.017 2.496 1.181



[2]
DFT (ωB97M-V/def2-TZVPD) results for a 2-piece molecular cluster, C5H14 overall at a distorted geometry.

Results
- relative energy (zero: lowest compared OMol25 entry of this formula, charge and spin) (kJ/mol) = 125.0
- total charge = 0
- calculated total energy (Eh) = -198.8415
- multiplicity = 1

Each line ends with the Mulliken charge.
CARTESIAN COORDINATES (ANGSTROEM)
C (-1.3174, 0.6621, 1.3518)  -0.130
C (-0.4819, 1.7812, 0.7542)  -1.065
C (-0.7189, 0.0270, 2.6832)  -1.195
H (-1.3423, -0.2772, 0.7144)  0.090
H (-2.3178, 1.0063, 1.5413)  0.395
H (-0.0814, 1.7223, -0.2771)  0.265
H (-0.6943, 2.8302, 0.8753)  0.344
H (0.3078, -0.2140, 2.4511)  0.338
H (-1.5246, -0.4764, 3.1841)  0.355
H (0.5064, 1.7425, 1.2242)  0.312
H (-0.5852, 0.9138, 3.3626)  0.291
C (1.4264, -0.9160, -2.8480)  -0.888
C (0.6733, -1.4609, -1.5680)  -0.647
H (1.3094, -1.6600, -3.6334)  0.290
H (0.9072, -0.0457, -3.2580)  0.266
H (2.4708, -0.7626, -2.6681)  0.291
H (-0.3959, -1.1159, -1.5187)  0.150
H (1.1229, -1.1887, -0.6104)  0.192
H (0.7358, -2.5678, -1.7604)  0.346

Atoms 1-6, force components in eV/Å:
0.540 -2.000 0.025
2.691 -0.196 -0.469
-0.658 4.727 -0.517
-0.335 1.487 0.016
-0.573 -0.083 -0.020
-1.114 -0.504 0.000



[3]
DFT (ωB97M-V/def2-TZVPD) results for a 2-piece molecular cluster, C4H4N3OS overall at a distorted geometry.

Results
- relative energy (zero: lowest compared OMol25 entry of this formula, charge and spin) (kJ/mol) = 318.1
- total charge = -1
- calculated total energy (Eh) = -792.4198
- multiplicity = 1

Each line ends with the Mulliken charge.
CARTESIAN COORDINATES (ANGSTROEM)
C (-0.2002, -1.3583, 2.1620)  -0.389
C (0.0751, -0.4551, 1.1598)  -0.328
C (-0.9920, -0.0868, -1.4653)  0.748
C (-1.4408, -1.3465, -1.3344)  -0.817
N (0.2504, -0.8988, 3.3284)  -0.463
N (0.6695, 0.3320, 3.1819)  -0.537
N (0.4558, 0.6343, 1.8837)  0.511
O (-0.6385, 0.9877, -1.8051)  -0.446
S (0.9128, 2.1226, 1.1803)  -0.252
H (-0.3962, -2.4043, 2.0019)  0.328
H (0.2322, 1.9704, 0.0082)  0.165
H (-1.0818, -2.0269, -0.5708)  0.236
H (-2.2015, -1.7266, -2.0700)  0.245

Atoms 1-6, force components in eV/Å:
1.152 -0.319 -1.040
-1.256 1.131 -1.981
0.415 -0.793 0.135
-0.561 0.431 -1.018
0.485 0.943 1.670
-0.507 0.256 1.080



[4]
DFT (ωB97M-V/def2-TZVPD) results for an isolated ion of composition C5H6N and charge +1 at a distorted geometry.

Results
- relative energy (zero: lowest compared OMol25 entry of this formula, charge and spin) (kJ/mol) = 615.5
- total charge = +1
- calculated total energy (Eh) = -248.3813
- multiplicity = 1

Each line ends with the Mulliken charge.
CARTESIAN COORDINATES (ANGSTROEM)
C (1.6690, -0.9116, -0.3699)  0.043
C (1.1220, 1.2116, 0.1352)  -0.359
C (2.1417, 0.3339, 0.0386)  0.063
C (-0.6316, -0.7087, -0.0485)  0.654
C (-2.0455, -0.6422, -0.0538)  -0.927
N (0.4411, -1.2735, -0.1845)  -0.101
H (1.2614, 2.3176, 0.2895)  0.299
H (0.1146, 0.8056, -0.0033)  -0.043
H (3.1894, 0.7468, 0.0774)  0.347
H (-2.3714, -1.5570, 0.4765)  0.350
H (-2.5667, -0.5312, -0.9751)  0.337
H (-2.3239, 0.2088, 0.6179)  0.338

Atoms 1-6, force components in eV/Å:
0.998 -1.545 -0.992
0.849 2.007 0.242
0.375 1.848 0.593
1.460 -3.184 -0.385
-0.768 0.968 1.995
-1.636 1.821 0.586



[5]
DFT (ωB97M-V/def2-TZVPD) results for a 10-piece molecular cluster, H20O10 overall at a distorted geometry.

Results
- relative energy (zero: lowest compared OMol25 entry of this formula, charge and spin) (kJ/mol) = 440.5
- total charge = 0
- calculated total energy (Eh) = -764.3141
- multiplicity = 1

Each line ends with the Mulliken charge.
CARTESIAN COORDINATES (ANGSTROEM)
H (-0.6542, 0.0058, -0.2350)  0.264
H (0.2617, 0.9652, 0.5071)  0.227
H (5.1703, -2.0830, -0.1136)  0.287
H (4.1963, -0.9224, -0.2330)  0.336
H (-4.3678, 1.7503, 0.5677)  0.307
H (-5.2507, 2.9598, 0.3079)  0.333
H (4.2892, 2.2430, -1.7075)  0.311
H (4.0190, 2.7714, -0.3083)  0.308
H (3.2166, 1.2054, 3.6817)  0.311
H (2.1996, 0.3723, 2.9191)  0.315
H (0.6070, -0.2972, -3.0372)  0.279
H (-0.4283, -1.3478, -2.6703)  0.274
H (-2.0978, 4.3098, -0.6159)  0.317
H (-2.2901, 2.8053, -0.7128)  0.311
H (-3.1665, -2.6818, 2.3272)  0.317
H (-1.9478, -1.9337, 2.8421)  0.314
H (-4.0133, -2.4373, -1.5316)  0.308
H (-4.3338, -3.8601, -1.9595)  0.317
H (1.8975, -2.1305, 0.6293)  0.266
H (2.1245, -1.8639, -0.8497)  0.281
O (0.2670, 0.2827, -0.1735)  -0.474
O (4.3880, -1.7940, -0.5969)  -0.599
O (-4.6162, 2.6039, 0.9401)  -0.644
O (3.5707, 2.4683, -1.1059)  -0.618
O (3.0881, 0.3339, 3.2906)  -0.630
O (0.3701, -0.9200, -2.3408)  -0.562
O (-1.8524, 3.5451, -1.1487)  -0.624
O (-2.7728, -1.8027, 2.3614)  -0.628
O (-4.3283, -3.2813, -1.1888)  -0.625
O (1.9569, -1.4148, -0.0135)  -0.577

Atoms 1-6, force components in eV/Å:
0.114 -0.020 -0.084
-0.036 0.098 -0.021
-0.005 -0.022 -0.144
-0.383 -0.116 0.037
-0.073 -0.031 0.158
0.023 0.021 0.077



[6]
DFT (ωB97M-V/def2-TZVPD) results for C40H51CdGeN2Sb as an isolated structure.

Results
- relative energy (zero: lowest compared OMol25 entry of this formula, charge and spin) (kJ/mol) = 31.5
- total charge = 0
- calculated total energy (Eh) = -4149.0946
- multiplicity = 1

Each line ends with the Mulliken charge.
CARTESIAN COORDINATES (ANGSTROEM)
Cd (-0.2971, 0.0561, -0.6097)  2.111
N (-0.4078, 0.9070, 2.8906)  0.031
C (-0.4759, 2.2564, 3.2023)  -0.150
C (-0.5240, 2.7187, 4.4948)  -0.624
C (-0.6017, 4.0987, 4.7722)  -0.704
C (-0.6416, 5.0203, 3.7666)  -0.874
C (-0.5692, 4.5810, 2.4226)  0.444
C (-0.5940, 5.4697, 1.3218)  -0.771
C (-0.5192, 4.9779, 0.0528)  -1.082
C (-0.3877, 3.5830, -0.1236)  -0.272
N (-0.3305, 2.7312, 0.8649)  0.874
C (-0.4580, 3.2067, 2.1328)  0.487
H (-0.7466, 0.2923, 3.6146)  0.281
H (-0.7882, 0.6773, 1.9798)  -0.639
H (-0.5200, 2.0082, 5.3130)  0.427
H (-0.6490, 4.4207, 5.8044)  0.382
H (-0.7299, 6.0786, 3.9751)  0.405
H (-0.6844, 6.5338, 1.5057)  0.413
H (-0.5473, 5.6272, -0.8111)  0.439
H (-0.3278, 3.1722, -1.1267)  0.369
C (5.0807, 1.6058, 1.4026)  -1.542
C (3.5621, 1.7374, 1.4576)  1.807
C (3.0814, 1.3958, 2.8679)  -1.829
C (3.1634, 3.1759, 1.1259)  -2.048
Sb (2.4570, 0.4360, 0.0751)  0.639
C (3.1931, 0.9632, -1.9326)  1.783
C (4.6568, 1.3799, -2.0103)  -1.822
C (2.9461, -0.1930, -2.8980)  -1.915
C (2.3079, 2.1358, -2.3674)  -1.564
C (3.0145, -1.6193, 0.5826)  1.850
C (4.4701, -1.8148, 0.9886)  -1.750
C (2.0914, -1.9727, 1.7558)  -1.733
C (2.6692, -2.5535, -0.5748)  -2.004
H (5.4985, 2.3105, 2.1303)  0.507
H (5.5004, 1.8557, 0.4325)  0.255
H (5.4288, 0.6127, 1.6772)  0.250
H (3.5220, 2.1110, 3.5709)  0.516
H (3.4033, 0.3989, 3.1743)  0.270
H (1.9969, 1.4484, 2.9648)  0.384
H (3.6057, 3.8439, 1.8727)  0.511
H (2.0841, 3.3234, 1.1474)  0.489
H (3.5350, 3.4894, 0.1485)  0.272
H (5.3303, 0.6168, -1.6156)  0.264
H (4.8448, 2.3129, -1.4796)  0.363
H (4.9264, 1.5463, -3.0593)  0.492
H (3.6641, -1.0004, -2.7662)  0.294
H (3.0539, 0.1766, -3.9235)  0.558
H (1.9384, -0.6122, -2.8152)  0.354
H (2.3707, 2.9922, -1.6936)  0.274
H (1.2560, 1.8440, -2.4359)  0.169
H (2.6150, 2.4696, -3.3642)  0.543
H (4.6984, -1.3174, 1.9314)  0.343
H (5.1689, -1.4535, 0.2312)  0.276
H (4.6629, -2.8836, 1.1328)  0.487
H (2.2358, -1.3245, 2.6213)  0.160
H (2.2890, -3.0033, 2.0694)  0.575
H (1.0380, -1.9166, 1.4697)  0.206
H (3.3907, -2.4975, -1.3870)  0.333
H (1.6718, -2.3667, -0.9856)  0.417
H (2.6709, -3.5835, -0.2033)  0.592
C (-2.3493, 0.3540, -0.4762)  -1.749
Ge (-3.0985, -1.3588, -0.8722)  1.474
C (-5.0598, -1.3156, -0.8266)  -0.072
C (-5.8298, -2.3033, -0.2153)  -0.199
C (-7.2153, -2.2086, -0.1719)  -0.645
C (-7.8548, -1.1172, -0.7404)  -0.414
C (-7.1030, -0.1167, -1.3411)  -0.656
C (-5.7190, -0.2145, -1.3756)  -0.452
C (-2.5154, -1.7458, -2.7216)  -0.367
C (-3.2718, -1.4074, -3.8404)  -0.361
C (-2.7521, -1.5254, -5.1244)  -0.598
C (-1.4563, -1.9829, -5.3154)  -0.479
C (-0.6919, -2.3493, -4.2158)  -0.778
C (-1.2255, -2.2370, -2.9385)  -0.007
C (-2.5222, -2.9951, 0.0880)  -0.635
C (-2.8646, -4.2586, -0.3994)  0.015
C (-2.4136, -5.4172, 0.2171)  -0.727
C (-1.6058, -5.3358, 1.3446)  -0.489
C (-1.2584, -4.0917, 1.8484)  -0.504
C (-1.7153, -2.9388, 1.2199)  -0.375
H (-2.4510, 0.5689, 0.6033)  0.580
H (-5.3465, -3.1616, 0.2380)  0.284
H (-7.7958, -2.9860, 0.3100)  0.385
H (-8.9348, -1.0426, -0.7102)  0.370
H (-7.5957, 0.7450, -1.7748)  0.375
H (-5.1378, 0.5858, -1.8216)  0.413
H (-4.2857, -1.0436, -3.7149)  0.344
H (-3.3594, -1.2541, -5.9795)  0.392
H (-1.0493, -2.0669, -6.3154)  0.368
H (0.3139, -2.7296, -4.3552)  0.431
H (-0.6371, -2.5856, -2.0906)  0.490
H (-3.4837, -4.3413, -1.2872)  0.487
H (-2.6866, -6.3853, -0.1848)  0.394
H (-1.2511, -6.2384, 1.8263)  0.381
H (-0.6319, -4.0192, 2.7302)  0.390
H (-1.4397, -1.9663, 1.6218)  0.365

Atoms 1-6, force components in eV/Å:
0.056 0.570 0.430
0.037 -0.028 -0.004
-0.070 0.003 -0.007
0.012 0.019 0.008
-0.005 -0.017 -0.017
0.000 -0.024 -0.007